A 2-piece molecular cluster, C4H12N4O overall. Source: the OMol25 dataset; level of theory: wB97M-V/def2-TZVPD.

Element x y z (Å)
C1 3.299 -0.386 0.765
N1 2.624 0.023 -0.443
C2 1.344 -0.309 -0.717
C3 0.845 0.211 -2.046
O1 0.666 -0.972 0.044
H1 4.163 -1.011 0.535
H2 3.627 0.484 1.337
H3 2.586 -0.958 1.356
H4 3.149 0.563 -1.112
H5 -0.228 0.050 -2.115
H6 1.065 1.271 -2.150
H7 1.336 -0.329 -2.853
C4 -3.217 0.786 2.302
N2 -3.038 -0.081 1.400
N3 -2.799 0.271 0.139
N4 -2.205 -0.670 -0.714
H8 -3.121 1.861 2.139
H9 -3.498 0.441 3.280
H10 -2.476 1.223 -0.048
H11 -2.819 -1.479 -0.761
H12 -1.304 -0.990 -0.337

Forces on atoms 1 to 3 (eV/Å):
0.0 -0.1 0.2
0.4 0.2 0.0
0.1 0.3 -0.5

## Properties
SMILES: CNC(C)=O.C=NNN
Orbital gap (eV): 9.0
HOMO (eV): -8.3
2S+1: 1
Relative energy (zero: lowest compared OMol25 entry of this formula, charge and spin) (kcal per mole): 57.5
Total energy (eV): -12348.813
LUMO energy (eV): 0.777

---

One molecule with the formula C4H12N4O in a non-equilibrium geometry. Source: the OMol25 dataset; level of theory: wB97M-V/def2-TZVPD.

Element x y z (Å)
C1 -0.948 -1.220 -1.193
C2 0.334 -0.963 -0.469
N1 1.336 -0.826 1.696
N2 1.341 -1.803 -0.746
N3 0.320 -0.410 0.800
H1 0.891 -1.251 2.505
H2 1.843 -0.002 2.032
H3 2.160 -1.786 -0.152
H4 1.262 -2.507 -1.461
H5 -1.287 -2.240 -0.974
H6 -1.709 -0.494 -0.926
H7 -0.797 -1.115 -2.268
C3 -1.079 1.694 1.044
C4 0.199 1.103 0.477
O1 -0.769 1.564 -1.657
N4 0.400 1.074 -0.922
H8 -0.367 2.098 -2.353
H9 1.071 1.530 1.013
H10 -1.965 1.233 0.609
H11 -1.121 2.761 0.817
H12 -1.113 1.561 2.128

Forces on atoms 1 to 3 (eV/Å):
-0.1 -0.1 -0.1
0.2 0.6 -1.4
0.0 0.2 0.1

## Properties
Orbital gap (eV): 7.7
HOMO (eV): -6.7
2S+1: 1
Relative energy (zero: lowest compared OMol25 entry of this formula, charge and spin) (kcal per mole): 115.5
Total energy (eV): -12346.299
LUMO energy (eV): 0.974

---

A 2-piece molecular cluster, C4H12NO overall in a non-equilibrium geometry. Source: the OMol25 dataset; level of theory: wB97M-V/def2-TZVPD.

Element x y z (Å)
C1 0.730 2.056 -0.919
C2 -0.451 1.141 -1.213
C3 -0.375 -0.339 -0.702
C4 1.386 -1.166 0.740
N1 0.985 -0.759 -0.398
H1 1.378 1.763 -0.080
H2 0.332 2.962 -0.458
H3 1.310 2.264 -1.817
H4 -0.632 1.116 -2.289
H5 -1.351 1.534 -0.747
H6 -0.806 -1.028 -1.427
H7 -1.043 -0.374 0.160
H8 0.617 -1.140 1.514
H9 2.323 -1.693 0.862
H10 1.654 -0.650 -1.160
H11 -1.690 -2.601 2.622
H12 -2.598 -1.435 2.873
O1 -1.767 -1.650 2.439

Forces on atoms 1 to 3 (eV/Å):
-0.1 0.4 1.0
-0.1 -0.9 -0.3
-0.9 1.4 -0.2

## Properties
Orbital gap (eV): 10.3
HOMO (eV): -15.3
2S+1: 1
Net charge: +1
Relative energy (zero: lowest compared OMol25 entry of this formula, charge and spin) (kcal per mole): 36.3
Total energy (eV): -7872.718
LUMO energy (eV): -4.956

---

An isolated ion of composition C4H12NO and charge +1 in a non-equilibrium geometry. Source: the OMol25 dataset; level of theory: wB97M-V/def2-TZVPD.

Element x y z (Å)
C1 -1.028 -1.862 -1.471
C2 -1.493 -0.813 -0.497
N1 -0.527 0.384 -0.410
C3 0.926 0.016 -0.172
C4 1.526 1.029 0.791
O1 0.569 1.179 1.838
H1 -1.588 -2.768 -1.240
H2 -1.339 -1.613 -2.474
H3 0.030 -2.114 -1.377
H4 -1.550 -1.165 0.528
H5 -2.433 -0.342 -0.736
H6 -0.677 0.945 -1.241
H7 -0.734 0.894 0.469
H8 1.445 0.016 -1.131
H9 0.886 -0.949 0.320
H10 1.732 1.985 0.314
H11 2.456 0.626 1.174
H12 0.721 1.961 2.381

Forces on atoms 1 to 3 (eV/Å):
-0.7 -0.4 0.3
0.9 0.8 0.6
0.1 -0.9 0.6

## Properties
SMILES: CC[NH2+]CCO
Orbital gap (eV): 12.3
HOMO (eV): -15.4
2S+1: 1
Net charge: +1
Relative energy (zero: lowest compared OMol25 entry of this formula, charge and spin) (kcal per mole): 16.5
Total energy (eV): -7873.575
LUMO energy (eV): -3.072

---

Repeat the first record exactly.
A 2-piece molecular cluster, C4H12N4O overall. Source: the OMol25 dataset; level of theory: wB97M-V/def2-TZVPD.

Element x y z (Å)
C1 3.299 -0.386 0.765
N1 2.624 0.023 -0.443
C2 1.344 -0.309 -0.717
C3 0.845 0.211 -2.046
O1 0.666 -0.972 0.044
H1 4.163 -1.011 0.535
H2 3.627 0.484 1.337
H3 2.586 -0.958 1.356
H4 3.149 0.563 -1.112
H5 -0.228 0.050 -2.115
H6 1.065 1.271 -2.150
H7 1.336 -0.329 -2.853
C4 -3.217 0.786 2.302
N2 -3.038 -0.081 1.400
N3 -2.799 0.271 0.139
N4 -2.205 -0.670 -0.714
H8 -3.121 1.861 2.139
H9 -3.498 0.441 3.280
H10 -2.476 1.223 -0.048
H11 -2.819 -1.479 -0.761
H12 -1.304 -0.990 -0.337

Forces on atoms 1 to 3 (eV/Å):
0.0 -0.1 0.2
0.4 0.2 0.0
0.1 0.3 -0.5

## Properties
SMILES: CNC(C)=O.C=NNN
Orbital gap (eV): 9.0
HOMO (eV): -8.3
2S+1: 1
Relative energy (zero: lowest compared OMol25 entry of this formula, charge and spin) (kcal per mole): 57.5
Total energy (eV): -12348.813
LUMO energy (eV): 0.777